Density functional theory data (ωB97M-V/def2-TZVPD) for one molecule with the formula C4H8FN3.

Structure (XYZ):
```
16
Properties=species:S:1:pos:R:3:forces:R:3
C -1.575384 0.261439 -2.268936 -0.58 -0.69 -1.40
N -1.551786 -0.483827 -1.236691 -0.34 0.76 -2.66
N -1.199976 0.184272 -0.143125 2.93 2.69 2.10
C -0.336709 -0.671542 0.667977 -1.69 -0.60 -1.59
C 0.853459 -0.164156 1.389146 -0.86 0.30 1.54
N 1.113499 1.247420 1.288160 0.64 1.31 3.63
C 1.039314 -0.959011 0.191745 1.81 -2.76 -1.66
F 1.447422 -0.448822 -1.057576 -0.31 -0.20 1.69
H -1.796621 -0.136355 -3.220360 -0.62 -1.37 -0.73
H -1.411466 1.313238 -2.509425 0.52 0.43 1.64
H -0.634481 1.068606 -0.429268 -1.23 -1.67 0.96
H -0.924069 -1.543138 0.934691 0.20 0.15 0.75
H 0.938975 -0.845107 2.284890 0.72 1.49 -0.34
H 2.130614 1.357889 1.708351 -2.81 0.28 -1.07
H 0.387018 1.784298 1.955493 2.44 -1.45 -1.77
H 1.520191 -1.965204 0.444929 -0.82 1.34 -1.12
```
Forces are in eV/Å.

Properties
gap between HOMO and LUMO: 9.203 eV
structure (SMILES): C=NN[C@@H]1[C@H](N)[C@@H]1F
E_HOMO: -8.54 eV
lowest unoccupied orbital energy: 0.0245 Eh
energy above the lowest of the compared OMol25 structures with the same formula, charge and spin: 79.03 kcal per mole